[1]
A molecular structure, C2H2BrO2S at a distorted geometry. Source: the Open Molecules 2025 dataset; level of theory: ωB97M-V/def2-TZVPD.

```
8
Properties=species:S:1:pos:R:3
C 0.67046 0.99440 0.30360
C -0.57281 -0.18817 -0.51981
O 0.90311 0.52888 1.39018
O 0.92787 1.90525 -0.40926
S -1.11803 -1.32781 0.78010
Br 0.41307 -1.39795 -1.84563
H -1.19726 0.55282 -1.19935
H -0.02641 -1.06744 1.50018
```

Values from the calculation:
HOMO-LUMO gap ... 7.60 eV
Net charge ... -1
E_tot ... -3200.135359 Eh

---

[2]
A gas-phase ion, C2H2BrO2S2 (charge -1) at a distorted geometry. Source: the Open Molecules 2025 dataset; level of theory: ωB97M-V/def2-TZVPD.

```
9
Properties=species:S:1:pos:R:3
C -0.47503 0.36526 -0.96873
C 0.14921 -0.12296 0.49871
O -0.69096 -0.59211 -1.67831
O -0.52454 1.55718 -0.96532
S 0.01194 -1.73462 1.01711
S -0.19463 0.99646 1.80369
Br 2.27936 -0.02297 -0.07156
H -0.08020 -2.21388 -0.19657
H -0.47516 1.76765 0.56097
```

Values from the calculation:
HOMO-LUMO gap ... 8.02 eV
Net charge ... -1
SMILES ... O=C([O-])C(S)(S)Br
E_tot ... -3598.339051 Eh

---

- The highest E_tot belongs to which entry?
  C2H2BrO2S

---

- What is the E_tot in the first record?
  -3200.135359 Eh